Molecular formula: C5H13NS
Method: DFT, ωB97M-V/def2-TZVPD

XYZ file:
```
20
Properties=species:S:1:pos:R:3:forces:R:3
C -2.64774 -0.82696 -0.00979 0.663 -0.557 -0.411
C -1.53231 -1.90872 -0.03358 0.596 0.934 0.605
N -0.25347 -1.47908 0.50921 -0.101 -0.273 0.172
C 0.52355 -0.45558 -0.18886 -1.977 -0.599 0.594
C 1.90225 -0.89663 -0.60915 -0.508 0.940 -0.314
C 0.50665 0.81448 0.67584 1.190 -0.473 0.944
S 0.92404 2.28319 -0.29427 -0.220 0.117 -0.086
H -3.44800 -1.21747 0.60936 -0.271 0.565 0.160
H -3.01607 -0.61833 -1.01124 -0.250 -0.198 -0.096
H -2.22209 0.11473 0.32369 -0.263 0.017 0.469
H -1.84007 -2.76159 0.56382 -0.074 -0.238 -0.235
H -1.31739 -2.19640 -1.04079 -0.347 -0.604 -0.873
H 0.04516 -1.96070 1.33735 0.463 0.300 -0.069
H -0.13690 -0.29774 -1.04941 0.435 0.391 -0.329
H 1.87365 -1.70609 -1.31975 -0.029 -0.125 -0.379
H 2.40495 -1.23560 0.25622 0.776 -0.422 1.022
H 2.42168 -0.01512 -0.98641 0.245 -0.252 -0.257
H 1.25964 0.65444 1.46374 0.257 0.192 -0.345
H -0.38495 0.85214 1.29267 -0.563 0.374 -0.644
H 1.34434 3.08768 0.68984 -0.023 -0.091 0.072
```
Forces are in eV/Å.

Properties
F_max, eV/Å: 2.15
E_LUMO, eV: 0.9
SMILES string: CCN[C@H](C)CS
Relative energy (zero: lowest compared OMol25 entry of this formula, charge and spin), kJ/mol: 82.9
HOMO, eV: -8.20
Orbital gap, eV: 9.135

Molecular formula: C11H17N4
Method: DFT, ωB97M-V/def2-TZVPD

XYZ file:
```
32
Properties=species:S:1:pos:R:3:forces:R:3
C -1.70680 3.36477 -2.89395 -0.604 -0.372 1.841
C -1.04583 0.96582 -0.06154 1.046 1.214 -0.215
C -1.85672 1.52038 -1.04375 -1.355 -0.397 -0.768
C -1.14556 2.55543 -1.73475 1.035 -0.836 -1.154
C 0.14189 2.52093 -1.24247 -1.306 0.623 -0.193
C -1.46947 0.03572 0.88258 0.011 0.655 0.525
C -2.81614 -0.31728 0.86664 0.800 0.864 0.357
C -3.59465 0.13877 -0.20981 -1.016 -1.237 -1.169
C -3.14652 0.95043 -1.23607 0.764 0.282 1.094
N 0.19019 1.64054 -0.18586 0.152 -1.615 0.819
H -0.74250 -0.17908 1.67039 -0.517 -0.345 0.085
H -3.28547 -0.74014 1.75488 0.172 -0.501 -0.519
H 0.77075 1.80036 0.62554 0.032 -0.043 -0.270
H -4.56069 -0.35253 -0.39287 0.182 0.466 0.517
H 1.04535 3.01586 -1.58108 -0.293 0.209 0.227
H -3.78559 1.14176 -2.09332 0.170 0.204 0.185
H -1.30166 3.09038 -3.87188 0.144 0.685 0.257
H -1.63141 4.37117 -2.46629 0.425 0.354 -1.334
H -2.79632 3.22176 -2.90374 0.258 -0.246 -0.238
C 1.25162 -2.86059 2.27261 2.183 -1.751 1.076
C 2.98369 -1.91816 0.85025 1.489 -0.203 0.083
N 2.52838 -2.09068 2.07676 -2.180 -0.534 -0.205
N 2.64712 -2.75653 -0.12798 -0.801 0.487 -0.619
N 4.05627 -1.08058 0.61113 -0.140 -1.122 0.929
H 2.76717 -1.54402 2.88710 0.452 0.638 -0.515
H 1.71563 -3.12482 -0.23411 0.028 -0.279 0.256
H 3.20506 -2.79199 -0.97175 0.011 0.438 0.205
H 4.63111 -1.08865 1.44335 0.305 0.925 -0.247
H 3.91935 -0.21418 0.11223 0.036 -0.112 -0.067
H 0.84593 -2.60067 3.24072 -0.707 1.021 -0.335
H 1.54317 -3.90946 2.58373 -0.380 0.643 -1.344
H 0.64266 -2.76474 1.37329 -0.394 -0.114 0.735
```
Forces are in eV/Å.

Properties
F_max, eV/Å: 3.00
E_LUMO, eV: -3.4
Relative energy (zero: lowest compared OMol25 entry of this formula, charge and spin), kJ/mol: 179.3
HOMO, eV: -10.15
Total charge: +1
Orbital gap, eV: 6.734

Molecular formula: C42H49N9Se3SnTe
Method: DFT, ωB97M-V/def2-TZVPD

XYZ file:
```
105
Properties=species:S:1:pos:R:3:forces:R:3
Sn 0.53302 -0.18083 0.38273 -2.451 0.138 -0.371
C 1.57004 4.18438 4.42504 -0.154 0.178 0.008
C 0.45076 4.70176 3.51866 0.072 -0.066 0.003
C 0.40186 3.92132 2.24991 -0.250 -0.304 0.017
C 0.89544 4.25059 1.02330 -0.108 0.040 -0.204
C 1.61323 5.49934 0.62903 0.100 -0.150 0.055
C 3.12633 5.32991 0.78508 -0.101 0.196 -0.073
C 0.65225 3.11297 0.16395 -0.330 -0.074 1.045
C 0.95320 3.04270 -1.18882 0.318 0.065 -0.937
C 0.66082 1.98845 -2.04134 -0.045 0.533 0.543
C 0.80913 2.01998 -3.47192 -0.161 -0.318 -0.605
C 1.18152 3.22030 -4.28593 0.130 -0.124 0.026
C 2.68696 3.40625 -4.48507 -0.150 0.113 -0.074
C 0.44225 0.78372 -3.92364 0.270 0.396 -0.124
C 0.03002 0.02975 -2.76994 -0.633 -1.013 -1.010
C -0.52858 -1.23339 -2.81677 0.026 0.939 -0.705
C -1.13548 -1.93511 -1.78715 -0.718 -1.140 -0.546
N -1.14047 -1.55970 -0.49553 0.061 0.600 0.566
C -1.82056 -2.48559 0.20334 -0.055 -0.342 -0.830
C -2.03695 -2.45671 1.57852 -0.153 -0.228 1.073
C -1.76485 -1.40741 2.43068 -0.078 0.179 -0.273
N -1.26235 -0.20959 2.04041 -0.284 -0.010 -0.741
C -1.21760 0.58103 3.13369 -0.335 0.727 0.244
C -0.73294 1.88689 3.16480 -0.339 -0.414 0.171
C -0.13574 2.58488 2.12942 0.087 0.583 0.144
N 0.04613 2.12723 0.86127 -0.217 -0.072 -0.737
C -1.71029 -0.14205 4.29198 -0.101 -0.297 -0.035
C -2.03807 -1.38840 3.85278 -0.063 0.258 0.380
C -2.45375 -2.56846 4.66997 0.158 0.040 -0.020
C -1.22779 -3.40127 5.05778 -0.125 -0.046 0.036
C -1.80409 0.40230 5.67718 -0.113 0.009 -0.171
C -3.05809 1.26516 5.83746 0.100 -0.050 0.111
C -2.28927 -3.51257 -0.68389 -0.113 0.111 0.478
C -1.85273 -3.17324 -1.93492 0.456 0.428 -0.359
C -2.12661 -3.89221 -3.21454 -0.134 0.237 0.032
C -3.34616 -3.28604 -3.91442 0.053 -0.176 -0.106
C -3.05875 -4.72233 -0.26474 0.178 0.051 0.009
C -2.13093 -5.77325 0.34668 -0.231 -0.043 -0.012
N 0.19069 0.78155 -1.66166 -0.326 0.201 1.210
C 0.42079 0.29617 -5.33351 -0.215 0.117 0.033
C -0.97238 0.43334 -5.95221 0.108 -0.068 -0.099
H 1.57069 4.71545 5.37537 0.049 0.070 0.196
H 2.54160 4.31127 3.95169 0.054 -0.081 -0.005
H 1.44885 3.12098 4.61963 0.079 -0.096 0.028
H 0.61949 5.75973 3.29267 -0.085 0.010 0.050
H -0.51363 4.62154 4.03415 0.048 0.097 -0.007
H 1.27635 6.33136 1.25573 -0.022 0.027 -0.085
H 1.37845 5.75081 -0.41035 -0.040 0.078 0.036
H 3.38323 5.12791 1.82169 0.066 -0.081 0.079
H 3.65984 6.22264 0.45515 0.101 0.101 -0.019
H 3.47318 4.48324 0.19857 0.071 -0.134 -0.043
H 1.41857 3.91450 -1.63078 -0.027 0.085 -0.073
H 0.78601 4.11756 -3.80187 -0.089 -0.024 -0.068
H 0.71302 3.14067 -5.27122 -0.057 0.080 0.010
H 3.18746 3.53421 -3.52725 0.076 0.008 0.099
H 2.88313 4.28972 -5.09426 0.084 0.066 -0.019
H 3.10957 2.54380 -4.99796 0.073 -0.097 -0.056
H -0.55036 -1.71061 -3.78798 -0.028 0.006 -0.133
H -2.51173 -3.32513 2.01459 -0.019 -0.081 0.045
H -0.77085 2.38158 4.12626 0.028 0.047 0.050
H -3.15872 -3.19288 4.11010 -0.037 0.072 0.075
H -2.95972 -2.22690 5.57769 -0.075 -0.045 -0.032
H -0.73634 -3.79161 4.16858 0.065 0.016 -0.096
H -1.50986 -4.24539 5.68810 -0.002 -0.102 0.097
H -0.50272 -2.78542 5.58889 0.063 0.020 0.019
H -0.90639 0.98648 5.89578 0.003 -0.064 0.088
H -1.83346 -0.42802 6.38716 0.072 0.064 0.048
H -3.03796 2.10601 5.14619 0.000 0.059 -0.043
H -3.13408 1.64910 6.85407 -0.075 0.097 0.116
H -3.94946 0.67763 5.61607 -0.065 -0.016 0.006
H -2.31002 -4.95099 -3.00296 0.066 0.011 -0.099
H -1.25893 -3.83302 -3.87734 0.019 -0.109 0.016
H -4.21801 -3.35365 -3.26360 -0.061 0.061 0.001
H -3.56955 -3.80030 -4.85050 -0.055 -0.053 -0.104
H -3.16623 -2.23474 -4.13780 -0.030 0.059 0.046
H -3.56978 -5.15952 -1.12774 -0.077 0.031 0.023
H -3.82672 -4.44005 0.46279 -0.030 -0.054 -0.042
H -1.37756 -6.06194 -0.38341 0.108 -0.075 -0.046
H -2.68815 -6.66164 0.64400 0.000 -0.162 0.075
H -1.62070 -5.37426 1.22084 0.070 0.034 0.064
H 0.73217 -0.75211 -5.35947 0.072 0.043 -0.073
H 1.13850 0.86836 -5.93022 0.028 -0.095 0.029
H -1.69230 -0.17380 -5.40633 -0.060 -0.021 0.032
H -0.96470 0.11554 -6.99607 -0.082 -0.015 -0.085
H -1.30773 1.46925 -5.90315 -0.030 0.048 -0.017
Se 1.32228 -0.45126 3.43751 -0.035 -1.572 1.388
Se 2.34768 -0.46960 5.41655 0.075 0.002 0.302
Te 4.43903 1.66867 3.28623 0.282 0.221 -0.171
Se 2.51055 0.76530 1.95653 3.070 1.406 0.683
N 3.78596 0.83144 -2.84059 -0.044 -0.289 -0.023
C 3.46860 1.03158 -1.55281 0.317 0.074 -0.041
N 2.79089 0.01537 -1.10968 0.144 -0.266 0.144
C 2.67217 -0.81020 -2.18117 1.363 1.836 -0.248
N 3.27553 -0.34137 -3.26271 0.025 -0.448 -0.269
C 2.02195 -2.06920 -2.05437 -0.477 -1.689 0.951
C 1.89666 -2.96460 -3.11358 0.230 0.188 -0.188
N 1.41627 -4.18027 -2.96766 -0.093 -0.390 0.740
C 1.05894 -4.51322 -1.70861 0.072 -0.146 -0.889
C 1.12746 -3.62089 -0.66507 0.053 -0.009 0.355
N 1.60792 -2.39497 -0.81060 0.865 -0.172 -1.405
H 4.27222 1.43221 -3.48363 -0.084 -0.062 0.096
H 3.75446 1.88709 -0.97624 0.097 0.270 0.137
H 2.21703 -2.66606 -4.10309 0.008 0.065 -0.095
H 0.71550 -5.52978 -1.57433 -0.116 -0.003 0.126
H 0.80445 -3.87943 0.33413 -0.137 -0.107 0.074
```
Forces are in eV/Å.

Properties
F_max, eV/Å: 3.44
E_LUMO (alpha / beta), eV: 4.0 / 3.9
Relative energy (zero: lowest compared OMol25 entry of this formula, charge and spin), kJ/mol: 0.0
HOMO (alpha / beta), eV: 0.26 / -0.57
Total charge: -2
Orbital gap (alpha / beta), eV: 3.716 / 4.459

Molecular formula: C21H28N2NiO2S2Se2
Method: DFT, ωB97M-V/def2-TZVPD

XYZ file:
```
58
Properties=species:S:1:pos:R:3:forces:R:3
Ni 0.11290 -0.12681 0.15706 0.480 -0.264 -0.250
C 1.65213 2.25089 -1.55663 0.129 0.210 -0.052
N 1.72980 1.83456 -0.16184 0.042 -0.049 -0.107
C 1.13900 2.78085 0.77385 -0.109 0.032 0.181
C -0.35960 2.96151 0.63460 0.161 0.000 0.020
N -1.08001 1.74873 1.03147 -0.316 -0.159 -0.117
C -1.10140 1.57147 2.47982 0.203 -0.006 0.146
C -2.40234 1.76258 0.43155 0.029 0.174 0.260
C -3.45820 2.39182 1.07902 0.018 -0.018 0.019
C -4.70917 2.50598 0.48545 0.034 -0.039 -0.072
C -4.88565 1.99131 -0.79422 -0.032 0.059 0.077
C -3.83552 1.36482 -1.43992 0.015 -0.087 -0.069
C -2.57230 1.21300 -0.84859 0.091 -0.048 -0.131
S -1.27826 0.37023 -1.65951 -0.355 0.441 -0.137
C 3.06924 1.56280 0.30076 -0.195 -0.180 0.003
C 4.11550 2.41641 -0.01533 0.067 -0.007 -0.102
C 5.40185 2.18691 0.45587 -0.019 -0.079 0.078
C 5.61721 1.07627 1.26991 0.014 0.087 -0.063
C 4.56994 0.24093 1.60956 -0.039 -0.027 0.016
C 3.25438 0.46205 1.15981 0.024 -0.041 -0.061
S 1.95241 -0.57584 1.64413 -0.071 0.242 0.447
H 1.87345 3.32622 -1.68633 0.019 -0.043 0.002
H 0.66061 2.03304 -1.95049 -0.015 0.066 0.013
H 2.37377 1.67209 -2.13207 -0.059 -0.027 0.001
H 1.64494 3.76298 0.71024 -0.078 -0.031 -0.082
H 1.33444 2.37849 1.77155 0.076 0.112 -0.002
H -0.65756 3.21658 -0.38424 0.141 -0.087 -0.028
H -0.64911 3.80996 1.28108 -0.103 -0.058 -0.055
H -0.11149 1.26154 2.81970 -0.030 -0.003 -0.004
H -1.38053 2.49643 3.01011 -0.044 -0.014 -0.012
H -1.79561 0.76949 2.72268 -0.023 0.033 -0.002
H -3.30362 2.79467 2.07272 -0.010 0.011 0.002
H -5.52445 2.98789 1.01189 -0.004 -0.003 0.006
H -5.84923 2.06876 -1.28763 0.003 0.001 0.010
H -3.97512 0.95079 -2.43180 -0.015 -0.021 0.009
H 3.91859 3.27367 -0.65080 0.016 -0.017 -0.015
H 6.21333 2.85619 0.19560 0.006 -0.010 -0.018
H 6.61371 0.85681 1.63873 0.014 0.011 0.005
H 4.74433 -0.62426 2.23745 0.008 -0.003 0.018
O -0.86575 -5.88464 -1.93000 0.028 -0.077 0.031
C -1.67795 -4.88889 -1.31797 -0.052 0.034 -0.056
C -0.90389 -3.66148 -0.81372 0.009 0.154 0.021
C 0.14850 -4.12993 0.19517 0.012 -0.037 0.078
O 1.21414 -4.86297 -0.44066 -0.019 0.037 -0.036
C -1.94920 -2.72424 -0.15368 -0.053 -0.015 0.005
Se -1.43949 -1.63984 1.41560 -0.035 -0.175 -0.169
C -0.24656 -2.97007 -2.02964 -0.003 -0.079 0.125
Se 1.25550 -1.77617 -1.59900 0.105 0.116 0.068
H 0.01874 -5.78108 -1.53370 0.002 0.012 -0.038
H -2.22206 -5.32328 -0.46576 0.015 -0.022 -0.012
H -2.42214 -4.57658 -2.06055 -0.010 0.025 0.023
H -0.30783 -4.79820 0.93192 0.018 -0.009 -0.012
H 0.56498 -3.27473 0.72606 -0.050 -0.030 -0.033
H 1.72920 -4.15231 -0.87237 0.042 -0.026 -0.003
H -2.82980 -3.30405 0.13838 0.050 -0.019 0.084
H -2.26542 -1.99929 -0.90163 -0.110 -0.071 -0.015
H -1.01345 -2.40886 -2.56463 0.005 0.015 -0.007
H 0.15013 -3.72520 -2.70908 -0.027 0.007 0.009
```
Forces are in eV/Å.

Properties
F_max, eV/Å: 0.60
E_LUMO (alpha / beta), eV: 4.8 / 4.8
Relative energy (zero: lowest compared OMol25 entry of this formula, charge and spin), kJ/mol: 0.0
Spin multiplicity: 3
HOMO (alpha / beta), eV: -0.72 / -0.92
Total charge: -2
Orbital gap (alpha / beta), eV: 5.498 / 5.687
<S²>: 2.009

The highest F_max belongs to which entry? C42H49N9Se3SnTe

Which value of F_max does entry 4 give? 0.60 eV/Å

Among the records above, which one has the lowest F_max? C21H28N2NiO2S2Se2

Among the records above, which one has the lowest F_max? C21H28N2NiO2S2Se2